(1)
Here is C52H55N4O2S7SrTe as an isolated structure in a non-equilibrium geometry from the OMol25 dataset. Energies are from the ωB97M-V functional and the def2-TZVPD basis.

2S+1: 2
Total charge: -2
Calculated total energy in Ha: -5468.6631
Energy above the lowest of the compared OMol25 structures with the same formula, charge and spin in kJ/mol: 2127.9

Structure (XYZ):
```
122
Properties=species:S:1:pos:R:3:forces:R:3
Sr 0.0335 1.4693 0.5004 -0.06 0.14 1.25
N -1.8272 -2.8933 4.2188 3.38 -3.65 0.52
S -0.7899 -3.0885 -1.2402 0.68 0.74 -0.53
N 1.8300 -2.5054 -4.1343 0.10 1.15 1.43
S 1.2825 -1.2480 -4.6336 -2.10 -1.08 -0.60
N -0.1498 -0.4700 -4.3769 0.73 0.12 1.68
S -0.6174 0.3919 -3.0772 -0.54 1.26 1.27
N 0.0064 0.5928 -1.6389 -1.90 -1.31 -5.79
C -0.8181 2.0134 -4.0854 0.07 0.19 0.46
C 0.3213 2.8178 -4.0423 -4.48 0.60 -1.44
C 0.2212 4.0509 -4.7089 0.31 0.39 -0.44
C -0.7497 4.1978 -5.6429 -2.52 2.67 -1.72
C -1.8744 3.2890 -5.7816 3.03 1.39 1.30
C -1.9901 2.2796 -4.9082 2.51 -3.10 2.63
C -2.5081 -0.2587 -3.1935 -1.03 -1.40 1.42
C -3.7578 0.3843 -2.6434 2.17 -0.62 0.50
C -4.7770 -0.5732 -2.3652 -2.46 -0.07 -2.15
C -4.7679 -1.9990 -2.8312 -3.59 3.88 2.92
C -3.6189 -2.5295 -3.1937 1.11 -1.42 -1.50
C -2.5615 -1.6415 -3.4218 4.54 -1.56 0.09
C 0.8693 -1.6144 -6.3332 -8.20 5.51 -0.12
C 1.6599 -2.4602 -6.8311 7.23 -3.25 -2.52
C 1.5860 -2.8764 -8.1913 -2.71 -2.14 -0.55
C 0.4136 -2.6523 -8.9057 -1.13 3.18 0.95
C -0.6883 -1.7982 -8.4032 3.17 2.61 0.23
C -0.3947 -1.1241 -7.1287 4.12 -6.26 -2.91
C 2.3168 0.1407 -4.9093 0.71 -3.32 4.76
C 3.3693 0.1754 -4.0245 0.15 -1.05 3.31
C 4.3067 1.1808 -3.9888 4.07 0.03 -1.32
C 4.2812 2.2229 -4.9764 -4.33 -5.36 0.04
C 3.0715 1.9508 -5.9319 9.64 6.19 3.44
C 2.1481 1.0972 -5.7852 -5.14 0.08 -4.18
C -1.2437 -4.7284 -0.8611 2.25 -2.02 1.64
C -0.8380 -5.2152 0.4389 -0.84 0.86 -4.03
C -0.9147 -6.5157 0.7462 -2.81 -5.59 -2.57
C -1.6964 -7.3837 -0.0785 -0.31 4.07 -6.25
C -2.0637 -6.9118 -1.6162 3.70 0.56 8.94
C -1.6009 -5.6764 -1.8818 -2.83 3.34 -0.43
C 0.8392 -2.7361 -0.4806 -3.52 0.74 2.82
C 0.6975 -1.9598 0.6805 0.91 0.29 -2.01
C 1.9262 -1.4600 1.1131 2.82 1.58 2.34
C 3.3320 -1.6601 0.6828 -5.09 -5.04 -5.28
C 3.3189 -2.6574 -0.5315 -0.34 2.59 3.72
C 2.0728 -3.0634 -0.8905 0.50 -1.34 -3.41
H 1.1298 2.3533 -3.6871 3.37 -0.78 2.12
H 0.7799 4.9816 -4.6105 0.90 -0.86 0.40
H -0.7672 5.2934 -6.2181 -0.14 -3.23 1.33
H -2.5392 3.4025 -6.5296 -2.25 0.67 -2.35
H -2.6416 1.3917 -4.7935 -0.51 1.21 -0.88
H -3.6360 1.5540 -2.3619 -0.96 -3.08 -0.54
H -5.9170 -0.3745 -2.1441 2.69 0.68 0.14
H -5.8155 -2.4644 -2.6727 2.24 0.19 -0.38
H -3.6048 -3.6194 -3.3772 0.60 0.75 -0.09
H -1.1543 -2.5710 -3.5745 -3.70 2.97 0.12
H 2.6560 -2.5063 -6.1801 -2.13 -1.04 -1.58
H 1.9407 -3.7903 -8.7096 1.72 0.88 0.90
H 0.5023 -2.7453 -9.9681 -0.48 -1.00 -0.57
H -1.3595 -1.1995 -9.2089 1.06 -1.98 2.24
H -1.2007 -0.5995 -6.8960 -2.62 3.06 2.28
H 3.5574 -0.4608 -3.0239 -1.29 0.38 -3.06
H 5.2653 0.6012 -3.4937 -1.81 3.01 -0.50
H 4.9954 2.9486 -5.2434 0.76 0.64 0.01
H 3.4241 2.5843 -6.6598 -1.42 1.58 -2.68
H 1.3219 1.3178 -6.5080 0.25 -1.48 0.69
H -0.4006 -4.5978 1.1061 1.36 2.29 1.91
H -0.4359 -7.3001 1.3012 0.69 1.27 2.16
H -2.1235 -8.2818 0.1492 -0.25 -2.50 1.10
H -2.4867 -7.1795 -2.4666 -2.49 -3.35 -2.86
H -2.2149 -5.3284 -2.8068 2.28 0.32 0.98
H -0.3192 -1.5784 1.0072 1.50 -0.77 0.12
H 1.7589 -0.8596 2.0045 0.65 0.35 0.22
H 4.3531 -1.5128 0.7639 1.40 1.76 1.98
H 4.1516 -3.0808 -1.1411 -0.38 0.86 0.93
H 2.0213 -3.5242 -1.8438 0.22 -1.03 -0.87
C 1.2031 -1.7537 7.9914 0.54 -1.90 1.98
C 2.3529 -2.7904 7.6017 3.42 10.41 1.34
S 2.8400 -2.9086 5.9564 -1.04 -2.54 -1.81
C 4.0043 -1.7102 5.6642 -5.62 6.54 -1.41
C 3.5588 -0.1835 6.3941 1.18 -0.39 -1.22
S 2.2661 0.7887 5.4318 0.49 0.05 -0.76
C 0.7446 -0.0868 4.8601 -1.28 -1.65 -0.68
C -0.1737 -0.3826 6.0907 -0.10 -3.89 -4.79
S -0.0890 -2.0443 6.7652 -0.15 0.90 1.14
H 1.5073 -0.8130 8.4594 0.53 1.19 -2.38
H 0.9421 -1.8994 9.1066 -0.67 -1.82 -1.28
H 2.1776 -3.6286 7.9555 -2.19 -8.11 2.88
H 3.2545 -2.4452 8.2886 -1.19 -0.68 -1.40
H 3.8831 -1.2860 4.5497 -0.18 -1.20 2.12
H 4.9570 -1.9209 5.6595 5.20 -1.21 1.17
H 4.5013 0.3015 6.0468 -0.84 0.44 0.44
H 3.3932 0.1685 7.4857 0.43 -1.84 -1.52
H 0.8495 -1.0400 4.2063 0.39 1.32 1.38
H 0.1797 0.5874 4.1330 1.05 -0.06 1.24
H -1.1985 -0.2425 5.9601 -1.78 0.25 -1.27
H 0.0418 0.2687 6.7590 1.72 4.06 4.78
S -3.2480 -0.9210 3.5513 -4.41 6.29 -2.06
C -2.1653 -1.9958 3.5883 1.33 -2.59 1.34
O 3.6873 4.7416 2.4663 0.81 -1.53 3.65
H 2.9037 4.8463 3.0356 0.34 -0.64 0.52
H 3.3478 5.1592 1.7529 -1.25 2.03 -4.14
O -1.0917 3.2704 0.9217 0.29 1.25 0.33
C -3.0762 3.5822 7.5722 -1.82 1.65 -0.30
C -2.5008 3.8514 6.1917 -4.02 2.80 1.18
C -3.3023 4.4195 5.2152 1.23 -1.14 1.69
C -2.6768 4.5141 3.9535 -1.69 1.67 0.54
C -3.8008 4.7843 3.0484 -3.12 3.49 -3.97
C -1.3252 4.5439 3.8062 -0.45 -0.22 -0.37
Te -0.5845 4.9732 1.8357 -0.91 -1.13 -0.29
C -0.4882 4.1110 4.9370 2.85 1.20 -5.70
C 0.8932 4.0101 4.5038 -1.28 -1.96 3.62
C -1.1862 3.7930 6.0238 1.95 -3.48 3.05
H -2.5891 2.7236 7.8629 0.70 -2.26 1.24
H -4.1885 3.4626 7.5828 0.82 -0.39 -0.40
H -2.9575 4.3290 8.3901 0.63 -0.01 -0.83
H -4.2772 4.8327 5.4900 0.08 -0.57 -0.64
H -4.7208 4.1412 3.3209 1.66 0.84 -0.85
H -3.6687 4.9082 1.8542 0.07 -1.03 2.71
H -4.2406 5.9533 3.2187 1.18 -2.82 -0.01
H 1.6466 3.5425 5.2000 -0.54 1.14 -0.93
H -2.7234 12.1834 -4.1277 0.00 0.00 0.00
H 0.9730 4.7736 3.8038 1.70 0.75 -1.06
H -0.7326 3.0791 6.7094 0.76 0.45 0.53
```
Positions in Å, forces in eV/Å.


(2)
Here is a 3-piece molecular cluster, C3H12NO overall in a non-equilibrium geometry from the OMol25 dataset. Energies are from the ωB97M-V functional and the def2-TZVPD basis.

Total charge: +1
Calculated total energy in Ha: -250.9531
Energy above the lowest of the compared OMol25 structures with the same formula, charge and spin in kJ/mol: 832.9

Structure (XYZ):
```
17
Properties=species:S:1:pos:R:3:forces:R:3
C 0.2040 0.0344 0.4690 -1.34 2.39 1.85
C -0.2825 1.5182 0.2403 1.87 -0.31 0.30
C 0.0638 1.9212 -1.2427 -0.49 1.48 -1.71
N 0.2050 -0.3773 1.8215 1.38 0.95 0.68
H 1.3295 0.0495 0.0444 0.52 -1.49 0.08
H -0.3397 -0.5754 -0.2045 -0.20 -1.09 -0.48
H -1.3833 1.4361 0.4356 0.80 0.44 -0.28
H 0.2645 2.1336 1.0448 -1.11 -0.51 -1.36
H -0.3641 2.9461 -1.6106 0.20 -1.93 1.15
H -0.3591 1.1489 -1.9620 0.46 0.87 0.91
H 1.1451 2.1109 -1.5664 -1.10 -0.82 1.21
H 0.1026 0.3025 2.6537 -0.05 -1.15 -2.11
H 0.9193 -1.0726 2.0464 -0.84 0.09 0.19
H 1.6842 -1.7755 0.0729 -0.37 1.36 -0.27
H -0.5274 -3.3995 -0.8912 -0.36 1.54 -0.52
H 0.4722 -2.1834 -0.7305 -3.10 -0.75 -1.55
O -0.5363 -2.4154 -1.1104 3.71 -1.08 1.93
```
Positions in Å, forces in eV/Å.


(3)
Here is a 8-piece molecular cluster, C61H81F7OPSi overall in a non-equilibrium geometry from the OMol25 dataset. Energies are from the ωB97M-V functional and the def2-TZVPD basis.

Total charge: -1
Calculated total energy in Ha: -3777.7531

Structure (XYZ):
```
152
Properties=species:S:1:pos:R:3:forces:R:3
C -5.5518 7.8455 1.5518 -1.10 -0.06 -0.05
C -6.3895 7.0148 0.3958 1.50 -0.38 -0.62
C -5.3082 6.0521 -0.3738 0.26 -1.28 -0.13
C -4.8459 4.7211 0.5266 0.64 0.04 -1.32
C -3.5026 4.1232 -0.2597 0.75 0.86 1.46
C -2.9017 2.7545 0.4127 -0.05 -0.33 -0.65
C -3.9519 1.4984 0.4959 0.79 -0.73 0.62
C -3.0134 0.1406 0.7654 0.48 1.43 -0.47
C -2.4705 -0.4287 -0.6759 -0.97 -0.02 -0.15
C -1.1121 -1.3424 -0.5930 -0.22 0.16 -0.79
C 0.1729 -0.7018 -1.4486 0.53 -1.07 0.50
C 1.3339 -0.0541 -0.4621 0.72 -0.48 -0.22
C 2.1153 1.2442 -1.1330 -1.44 -0.12 -0.70
C 1.2297 2.6168 -0.9103 -0.82 -1.77 -1.32
P 2.0401 3.8380 0.3722 -1.93 0.24 0.06
C 0.6702 3.2487 1.6122 -0.72 0.30 1.30
C 0.7754 3.9570 3.0898 -0.31 0.78 -2.29
O -0.4054 3.5343 3.8605 1.64 -1.83 1.96
Si -0.0751 2.1435 4.8838 -0.90 0.30 -0.70
C 0.2240 0.4911 3.8645 0.26 -0.16 0.05
C 1.4615 2.4364 6.0361 1.28 0.34 -0.45
C -1.7082 1.7883 5.9160 -1.02 -0.25 -0.40
H -4.6246 7.2066 1.9292 -2.07 1.52 -0.78
H -5.2049 8.8886 1.1187 -0.57 -2.23 0.97
H -6.3246 8.0346 2.4347 1.95 -0.23 -1.64
H -6.8475 7.7447 -0.4172 0.70 -1.46 1.93
H -7.2026 6.3111 0.8683 1.46 1.56 -0.93
H -5.7096 5.5941 -1.3956 0.63 1.29 2.45
H -4.2888 6.5990 -0.6530 -2.27 -0.78 0.71
H -5.6586 3.8649 0.4946 1.39 1.94 0.29
H -4.5706 5.0272 1.6430 -0.61 -0.83 -2.41
H -3.6509 4.0413 -1.4211 0.01 -0.08 2.35
H -2.6684 4.9627 -0.1024 -1.63 -1.81 -0.45
H -1.9961 2.4093 -0.2831 -1.88 0.71 1.57
H -2.4500 2.9252 1.4939 -1.01 -0.13 -2.27
H -4.5338 1.3438 -0.5078 0.92 0.41 1.87
H -4.7066 1.5813 1.4169 1.53 0.09 -2.14
H -3.6097 -0.6318 1.4116 1.32 1.23 -1.34
H -2.0628 0.5563 1.3558 -2.06 -1.15 -1.01
H -2.3294 0.4898 -1.4249 -0.12 -1.92 1.74
H -3.3695 -1.0590 -1.1423 1.91 1.21 0.90
H -0.8354 -1.4940 0.5420 -0.39 0.17 -2.30
H -1.3559 -2.3903 -1.1004 0.51 2.08 1.29
H -0.1811 0.0434 -2.2949 0.65 -1.46 1.87
H 0.6896 -1.6510 -1.9561 -1.10 2.18 0.75
H 0.8428 0.1696 0.5765 1.00 -0.07 -1.93
H 2.1655 -0.8893 -0.2798 -2.10 1.67 -0.24
H 3.2178 1.3499 -0.7313 -2.26 -0.18 -0.77
H 2.1073 1.0402 -2.3063 0.44 0.21 2.39
H 0.9931 3.1500 -1.9442 0.70 -0.97 1.99
H 0.1743 2.2536 -0.4923 2.10 0.80 -0.99
H 1.0760 4.8513 -0.0738 -0.11 0.39 -0.29
H 2.4907 4.7725 1.3842 0.63 0.32 0.18
H 2.9327 2.8215 0.8682 0.46 -0.50 0.12
H 2.9942 4.3276 -0.6056 0.41 -0.09 -0.20
H 0.7394 2.0795 1.6249 -0.33 2.08 0.43
H -0.3497 3.6176 1.1366 1.92 -0.95 1.17
H 0.6472 5.1302 2.9106 0.37 -2.49 0.42
H 1.8018 3.8130 3.6335 -1.89 0.02 -0.94
H -0.3076 0.5875 2.8265 1.14 -0.39 1.94
H -0.1933 -0.4311 4.4690 0.83 1.77 -1.26
H 1.3833 0.3790 3.7513 -2.15 -0.01 -0.15
H 2.4161 2.5938 5.3367 -2.02 -0.39 1.52
H 1.3614 3.4229 6.6603 0.17 -2.06 -0.89
H 1.6729 1.4724 6.6649 -0.42 1.95 -0.88
H -2.6254 2.1129 5.2248 1.88 -0.52 1.60
H -1.7398 2.3705 6.9310 -0.13 -1.22 -1.88
H -1.8442 0.6123 6.0595 0.40 2.59 -0.02
F 4.5272 -0.5622 4.4305 -0.05 -0.07 -0.08
C 5.2469 -0.0425 5.4338 0.51 0.42 0.71
C 5.9572 -0.8901 6.2769 -0.01 -0.04 -0.03
C 6.7108 -0.3491 7.3185 -0.20 0.38 -0.21
C 6.7370 1.0342 7.5121 -0.01 -0.08 -0.01
C 6.0166 1.8763 6.6636 0.04 -0.44 0.00
C 5.2722 1.3358 5.6155 -0.05 0.02 -0.06
H 5.9183 -1.9625 6.1162 -0.02 0.11 -0.03
H 7.2759 -1.0026 7.9784 -0.12 0.08 -0.13
H 7.3213 1.4555 8.3274 -0.11 -0.07 -0.15
H 6.0352 2.9523 6.8189 -0.03 -0.20 -0.08
H 4.7135 1.9762 4.9411 0.04 -0.11 0.03
F 4.0963 -0.9759 -1.2687 0.30 -0.10 -0.17
C 5.0360 -1.8402 -0.8631 0.62 -0.56 0.27
C 5.1459 -2.1467 0.4888 -0.07 0.03 0.07
C 6.1208 -3.0505 0.9110 0.05 0.05 -0.50
C 6.9829 -3.6300 -0.0232 -0.03 0.02 0.03
C 6.8679 -3.3121 -1.3773 -0.21 0.11 0.34
C 5.8857 -2.4170 -1.8004 -0.03 0.02 -0.04
H 4.4729 -1.6804 1.2009 0.03 0.00 -0.10
H 6.2099 -3.3027 1.9648 -0.05 0.09 -0.18
H 7.7461 -4.3315 0.3071 -0.14 0.12 -0.07
H 7.5427 -3.7613 -2.1020 -0.15 0.09 0.10
H 5.7765 -2.1655 -2.8502 0.00 0.03 0.10
F 7.2229 1.1726 -7.6440 0.06 0.00 -0.38
C 7.0472 1.1699 -6.3159 -0.17 0.00 1.23
C 5.8783 0.6389 -5.7815 0.05 -0.01 -0.07
C 5.6972 0.6312 -4.3985 0.40 0.17 -0.06
C 6.6832 1.1650 -3.5651 -0.01 -0.04 0.00
C 7.8507 1.7002 -4.1114 -0.37 -0.21 -0.16
C 8.0364 1.6976 -5.4937 0.00 0.00 -0.11
H 5.1198 0.2363 -6.4449 0.09 0.05 0.03
H 4.7904 0.2113 -3.9704 0.12 0.12 -0.06
H 6.5396 1.1628 -2.4868 -0.01 0.01 -0.21
H 8.6150 2.1188 -3.4610 -0.13 -0.08 -0.14
H 8.9417 2.1015 -5.9346 -0.11 -0.03 -0.01
F -0.5174 -7.4224 -1.5532 0.14 -0.17 -0.30
C -1.2703 -6.8990 -0.5766 -0.77 0.51 0.95
C -1.6533 -7.6981 0.4950 0.09 -0.05 -0.10
C -2.4329 -7.1521 1.5146 0.03 0.42 -0.31
C -2.8304 -5.8145 1.4456 0.08 -0.14 -0.01
C -2.4451 -5.0219 0.3634 0.33 -0.32 0.16
C -1.6562 -5.5652 -0.6503 0.02 -0.07 0.01
H -1.3421 -8.7371 0.5274 -0.01 0.09 -0.03
H -2.7311 -7.7663 2.3606 0.07 0.07 -0.17
H -3.4422 -5.3903 2.2389 0.12 -0.06 -0.17
H -2.7590 -3.9823 0.3098 0.26 -0.28 0.02
H -1.3402 -4.9610 -1.4943 0.03 -0.05 0.06
F -5.3231 4.5827 -3.1340 0.05 -0.23 -0.25
C -5.8843 5.1741 -4.1970 -0.40 0.43 -0.81
C -6.8923 4.5160 -4.8931 -0.02 -0.04 0.04
C -7.4805 5.1335 -5.9969 0.34 0.31 0.16
C -7.0461 6.3989 -6.3991 -0.02 -0.06 0.03
C -6.0302 7.0491 -5.6969 -0.21 -0.39 0.06
C -5.4500 6.4362 -4.5866 0.06 0.01 0.07
H -7.2109 3.5300 -4.5711 0.06 0.11 0.01
H -8.2747 4.6307 -6.5432 0.16 0.05 0.12
H -7.5021 6.8783 -7.2627 0.09 -0.09 0.16
H -5.6909 8.0322 -6.0143 -0.04 -0.18 0.10
H -4.6655 6.9311 -4.0239 -0.06 -0.11 -0.02
F 6.1883 -8.1124 -1.2098 0.27 0.02 -0.05
C 4.8888 -8.2843 -0.9335 -1.11 -0.13 0.23
C 3.9403 -7.5161 -1.5998 0.07 -0.02 -0.01
C 2.5868 -7.6983 -1.3162 0.23 -0.25 0.23
C 2.1972 -8.6400 -0.3606 0.03 0.00 -0.01
C 3.1571 -9.4026 0.3064 0.02 0.32 -0.33
C 4.5097 -9.2280 0.0146 0.10 0.01 -0.01
H 4.2621 -6.7836 -2.3329 0.01 -0.07 0.09
H 1.8369 -7.1082 -1.8373 0.19 -0.12 0.13
H 1.1417 -8.7786 -0.1365 0.24 0.05 -0.06
H 2.8518 -10.1320 1.0528 0.09 0.12 -0.13
H 5.2685 -9.8186 0.5171 -0.03 0.09 -0.06
F -4.9207 -4.1765 -0.1802 -0.36 0.15 0.04
C -5.5492 -4.4827 -1.3229 -0.50 -0.24 -0.89
C -4.8098 -4.6355 -2.4907 0.07 0.01 0.02
C -5.4632 -4.9593 -3.6797 -0.35 0.04 0.34
C -6.8514 -5.1162 -3.6899 0.06 0.00 0.02
C -7.5852 -4.9558 -2.5136 0.42 0.02 -0.09
C -6.9304 -4.6430 -1.3226 0.02 0.01 0.06
H -3.7333 -4.5015 -2.4653 -0.13 -0.01 0.04
H -4.8933 -5.0886 -4.5965 -0.07 0.05 0.19
H -7.3610 -5.3644 -4.6184 0.09 0.05 0.18
H -8.6660 -5.0743 -2.5247 0.20 0.02 0.04
H -7.4842 -4.5235 -0.3974 0.10 0.02 -0.07
```
Positions in Å, forces in eV/Å.


(4)
Here is one molecule with the formula C6H9N in a non-equilibrium geometry from the OMol25 dataset. Energies are from the ωB97M-V functional and the def2-TZVPD basis.

Calculated total energy in Ha: -288.5200
Energy above the lowest of the compared OMol25 structures with the same formula, charge and spin in kJ/mol: 688.0

Structure (XYZ):
```
16
Properties=species:S:1:pos:R:3:forces:R:3
C 0.9894 -1.5971 -0.2320 0.06 0.46 1.06
C 0.1092 -0.5542 0.3861 0.69 -0.87 0.91
C -1.2501 0.2563 -1.5021 -0.10 1.05 0.05
N -1.5737 -1.0964 -1.4143 0.73 -1.16 0.45
C -1.3228 -0.4587 -0.1867 -2.33 0.24 -1.73
C 0.2663 0.2766 1.3396 0.71 0.17 -0.96
C 0.8113 1.6287 1.4006 0.11 0.06 0.70
H 2.0337 -1.4316 0.0100 0.20 0.27 -0.23
H 0.7362 -2.5125 0.2877 -0.29 -0.49 -0.32
H 0.7651 -1.6377 -1.2900 -0.23 -0.21 -0.21
H -2.0448 0.9657 -1.7644 0.22 0.05 0.12
H -0.2393 0.5778 -1.8243 -0.17 0.02 -0.19
H -2.1548 -0.3353 0.4964 0.45 0.14 0.34
H 1.4464 1.8232 0.5408 -0.08 0.16 -0.23
H 1.4197 1.7170 2.2986 -0.12 0.29 0.23
H 0.0081 2.3781 1.4540 0.14 -0.17 0.03
```
Positions in Å, forces in eV/Å.


| no. | orbital gap (Eh) |
| --- | --- |
| 1 | 0.134 |
| 2 | 0.210 |
| 3 | 0.202 |
| 4 | 0.218 |